Entry 1:
Here is C4H12O3SSi as an isolated structure at a distorted geometry from the OMol25 dataset. Energies are from ωB97M-V/def2-TZVPD.

Structure (XYZ):
```
21
C4H12O3SSi ωB97M-V/def2-TZVPD
S -0.907 2.221 1.364
Si 0.342 0.673 1.139
O -2.787 -1.514 0.428
O 1.044 0.224 -0.242
O 0.516 -0.548 2.174
C 1.461 0.825 -1.412
C -2.880 0.168 -1.244
C 1.457 -1.598 2.006
C -3.385 -0.554 -0.056
H 0.586 0.824 -2.091
H 3.972 1.347 0.146
H -3.362 -0.288 -2.206
H -4.349 -0.243 0.274
H 1.989 -1.645 1.059
H 4.226 0.797 -0.341
H -3.200 1.157 -1.283
H 2.105 -1.717 2.875
H 0.728 -2.427 2.065
H 1.834 1.821 -1.300
H -1.818 0.021 -1.522
H 2.428 0.455 -1.833
```

The calculated total energy comes out at -29197.94988 eV. As for the HOMO energy: -0.3312 Ha. Its molecular weight is 168.29 g mol⁻¹. The relative energy (zero: lowest compared OMol25 entry of this formula, charge and spin) comes out at 1.426 eV. The LUMO energy comes out at 0.177 eV.

Results of the natural (NBO) charge analysis, in e, for atoms 1 through 2: S -0.756; Si 1.925

Entry 2:
Here is a 2-piece molecular cluster, C5H7BrNO overall at a distorted geometry from the OMol25 dataset. Energies are from ωB97M-V/def2-TZVPD.

Structure (XYZ):
```
15
C5H7BrNO ωB97M-V/def2-TZVPD
Br -2.802 -0.565 -1.214
O -1.565 1.244 0.354
N 0.819 -1.138 -1.855
C -1.416 -0.030 -0.073
C 0.515 1.183 1.521
C 0.603 -0.157 1.179
C -0.590 1.863 1.032
C -0.334 -0.751 0.367
H 1.496 -0.535 1.595
H -0.848 2.845 1.208
H 0.774 -2.163 -1.821
H 1.254 1.664 2.038
H 0.614 -1.004 -2.849
H 1.706 -0.748 -1.486
H -0.227 -1.708 0.006
```

The calculated total energy comes out at -78869.84501 eV. As for the charge: +1. As for the HOMO energy: -0.4996 Ha. Its molecular weight is 177.02 g mol⁻¹. The relative energy (zero: lowest compared OMol25 entry of this formula, charge and spin) comes out at 0.564 eV. The LUMO energy comes out at -5.480 eV.

Results of the natural (NBO) charge analysis, in e, for atoms 1 through 2: Br 0.255; O -0.355

Entry 3:
Here is C30H39N5OSr as an isolated structure at a distorted geometry from the OMol25 dataset. Energies are from ωB97M-V/def2-TZVPD.

Structure (XYZ):
```
76
C30H39N5OSr ωB97M-V/def2-TZVPD
Sr 0.482 0.057 -0.898
O -0.716 -0.989 3.897
N -3.011 -1.596 0.964
N -0.831 -2.135 -1.283
N -1.007 -1.060 -3.172
N -1.524 -1.432 6.015
N 0.676 -1.808 5.543
C -2.034 2.392 -3.746
C -0.225 -2.206 -3.429
C -2.094 1.045 -3.384
C 1.418 1.528 2.837
C -1.534 -1.149 -1.935
C 2.843 1.532 -2.036
C 2.456 -0.201 1.233
C -1.098 0.173 -3.882
C -0.970 4.325 -4.934
C -2.972 -3.765 2.667
C -1.962 -3.597 1.707
C -2.879 -1.003 5.816
C -3.766 -1.597 2.063
C 2.992 -0.196 -0.082
C -0.545 -1.367 5.066
C -1.932 -2.393 0.924
C 2.036 1.115 1.552
C -0.719 -2.116 0.132
C -0.011 1.999 -4.995
C 3.249 -1.433 -0.878
C 2.246 1.937 0.422
C -1.002 2.875 -4.553
C -3.868 -2.712 2.919
C -0.012 0.642 -4.654
C -0.019 -2.819 -2.258
C 1.676 3.299 0.262
C 2.269 -1.372 2.124
C 1.160 -0.198 -5.054
C 2.866 1.150 -0.589
C -3.146 0.578 -2.451
H 0.107 -2.762 0.431
H 0.800 2.380 -5.623
H 1.398 3.515 -0.776
H 0.875 -1.046 -5.689
H 2.351 -2.319 1.577
H -3.231 -0.496 6.718
H -3.064 -4.685 3.246
H 2.465 -2.196 -0.707
H 2.366 4.092 0.580
H 1.819 1.848 -2.360
H 3.155 0.720 -2.713
H 4.200 -1.915 -0.611
H 3.012 -1.409 2.939
H 0.634 0.824 3.160
H 1.751 -0.577 -4.204
H -1.254 -1.810 6.926
H 3.472 2.404 -2.255
H -2.690 -0.158 -1.619
H -0.205 4.506 -5.702
H 3.275 -1.246 -1.964
H 1.480 -1.600 4.973
H -4.624 -2.711 3.716
H 1.275 -1.349 2.599
H 1.847 0.421 -5.640
H 0.962 2.524 2.764
H -3.924 0.009 -2.970
H -1.947 4.645 -5.328
H -3.615 1.428 -1.952
H -2.925 -0.313 4.970
H -0.746 4.966 -4.065
H 0.586 -3.684 -2.002
H -3.542 -1.852 5.616
H 2.158 1.572 3.656
H 0.804 -1.861 6.543
H 0.769 3.413 0.868
H -2.801 3.084 -3.382
H -1.167 -4.328 1.611
H -4.347 -0.695 2.281
H 0.114 -2.432 -4.419
```

The calculated total energy comes out at -42070.28261 eV. As for the charge: -2. As for the HOMO energy (spin up / spin down): 0.0927 / 0.0508 Ha. Its molecular weight is 573.30 g mol⁻¹. The relative energy (zero: lowest compared OMol25 entry of this formula, charge and spin) comes out at 0.000 eV. The LUMO energy (spin up / spin down) comes out at 4.086 / 4.090 eV.

Results of the Löwdin charge analysis, in e, for atoms 1 through 2: Sr 1.514; O -0.025

Entry 4:
Here is C53H60N4O3P3ReS as an isolated structure at a distorted geometry from the OMol25 dataset. Energies are from ωB97M-V/def2-TZVPD.

Structure (XYZ):
```
125
C53H60N4O3P3ReS ωB97M-V/def2-TZVPD
Re 0.094 -0.054 0.803
S -1.733 -5.719 -3.532
P 0.463 -0.594 3.114
P 0.191 -2.304 -0.332
P -1.591 -0.245 -0.945
O 0.898 0.790 3.800
O 1.289 -1.724 3.873
O -1.018 -0.989 3.546
N 2.470 2.420 0.437
N 1.071 4.211 0.629
N 0.151 2.077 0.751
N -1.145 -1.867 -1.333
C -1.122 2.739 0.680
C 2.630 -2.109 -3.616
C 4.394 1.038 0.199
C -1.296 -5.451 1.793
C 2.109 5.173 0.707
C 3.740 -2.843 -3.228
C -4.265 -0.973 -0.424
C -3.151 -4.720 -2.952
C 3.137 5.035 1.641
C 4.261 -1.312 0.729
C -0.959 -6.535 0.995
C 0.160 -5.074 -0.541
C 4.071 7.111 0.901
C 1.575 -2.557 -1.496
C -5.331 -1.208 0.426
C 5.219 2.229 -0.186
C -3.288 0.961 -2.862
C -1.665 -5.377 -5.308
C -2.009 0.531 -2.521
C -3.019 -0.047 1.413
C 3.005 1.143 0.439
C -0.231 -6.345 -0.170
C 4.994 -0.200 0.335
C 1.210 2.870 0.625
C -1.695 -2.719 -2.382
C 2.700 -1.700 4.103
C 2.230 0.003 0.698
C -4.091 -0.272 2.256
C -2.424 1.797 -4.950
C -3.097 -0.395 0.065
C -5.244 -0.860 1.766
C 1.020 1.027 5.214
C 3.046 7.248 -0.020
C -0.923 -4.171 1.421
C -2.736 -3.725 -1.875
C 2.052 6.287 -0.143
C 3.752 -3.460 -1.986
C -1.779 3.236 1.812
C -2.857 3.632 -0.743
C 1.559 -1.962 -2.754
C -0.196 -3.980 0.248
C -1.431 -1.749 4.696
C -3.523 4.113 0.375
C 4.120 6.001 1.734
C -0.932 0.804 -3.366
C -3.485 1.578 -4.086
C -1.187 3.114 3.179
C -1.659 2.961 -0.591
C 2.899 -1.204 0.895
C -1.138 1.427 -4.580
C 0.962 6.411 -1.161
C -2.981 3.917 1.632
C 2.680 -3.326 -1.126
H -0.242 2.582 3.148
H 2.328 -2.076 1.186
H -1.087 2.646 -1.453
H 4.822 2.708 -1.081
H 2.694 -3.837 -0.174
H 1.161 7.247 -1.825
H 0.692 -1.404 -3.074
H -3.484 4.323 2.497
H -0.305 1.625 -5.235
H 4.576 -2.954 -3.899
H 6.234 1.905 -0.402
H -1.868 2.590 3.851
H 4.602 -4.057 -1.694
H -4.441 4.664 0.258
H -0.869 -3.286 -2.830
H 3.163 3.156 0.323
H -1.694 -6.330 -5.830
H 4.910 5.901 2.462
H -1.251 -7.531 1.285
H -4.480 1.888 -4.363
H -2.504 -4.754 -5.602
H -6.227 -1.675 0.050
H 2.601 -1.655 -4.595
H -0.720 -4.883 -5.523
H -1.194 -3.319 2.031
H 1.143 0.097 5.766
H -3.867 -5.428 -2.534
H -4.343 -1.235 -1.468
H 0.131 4.578 0.535
H -2.461 -2.041 4.497
H -6.077 -1.050 2.425
H 1.895 1.660 5.353
H -1.393 -1.142 5.600
H -2.130 -2.074 -3.155
H -0.802 -2.629 4.830
H -4.025 0.002 3.298
H 0.884 5.502 -1.759
H 3.128 -0.727 3.866
H -1.853 -5.614 2.702
H 5.277 2.963 0.620
H 4.758 -2.254 0.890
H -1.025 4.106 3.599
H -3.627 -3.206 -1.522
H 3.139 4.198 2.328
H -2.127 0.422 1.823
H 0.137 1.558 5.570
H 4.828 7.874 0.980
H 3.175 -2.471 3.499
H 2.857 -1.928 5.157
H 0.064 0.531 -3.042
H 0.032 -7.185 -0.793
H -2.318 -4.269 -1.028
H -3.598 -4.234 -3.817
H -3.251 3.814 -1.730
H 6.051 -0.300 0.152
H 0.000 6.592 -0.677
H -4.124 0.834 -2.190
H -2.597 2.285 -5.897
H 0.732 -4.933 -1.444
H 3.020 8.116 -0.660
```

The calculated total energy comes out at -108848.81519 eV. As for the charge: +3. As for the spin multiplicity: 4. As for the HOMO energy (spin up / spin down): -0.5144 / -0.5143 Ha. The expectation value of S² is 3.790. Its molecular weight is 1112.28 g mol⁻¹. The relative energy (zero: lowest compared OMol25 entry of this formula, charge and spin) comes out at 0.000 eV. The LUMO energy (spin up / spin down) comes out at -8.890 / -9.970 eV.

Results of the natural (NBO) charge analysis, in e, for atoms 1 through 2: Re 0.828; S 0.153

> Which of these has the lowest molecular weight?

C4H12O3SSi